Computed, not measured: a molecular structure, C12H12FO4Sr2 at a distorted geometry, with ωB97M-V/def2-TZVPD.

Last column: Mulliken spin population.
Positions of all 31 atoms, in Å:
1 Sr 1.07516 -3.54044 21.20056  0.000
2 Sr -2.70699 -6.31581 21.67375  -0.001
3 F -0.61988 -5.32233 21.08916  0.000
4 C -2.65712 -9.24831 17.89795  0.000
5 C -2.25665 -10.36597 17.18676  0.000
6 C -0.99387 -10.78322 17.55363  0.000
7 C -0.11266 -10.10848 18.34228  0.000
8 C -0.53051 -8.90797 18.99101  0.000
9 C -1.88115 -8.42758 18.71621  0.001
10 O -2.30013 -7.23843 19.16911  0.002
11 O -0.59780 -12.04779 17.07420  0.000
12 H -3.67891 -8.92447 17.76579  0.000
13 H -2.92520 -10.87335 16.50705  0.000
14 H 0.86342 -10.56780 18.39407  0.000
15 H 0.14903 -8.28348 19.55193  0.000
16 H -1.81527 -6.54322 18.71832  -0.003
17 H -1.31587 -12.47594 16.60233  0.000
18 C -2.91165 -3.03475 17.36048  0.020
19 C -3.96761 -2.52340 16.60826  0.076
20 C -4.76510 -3.41565 15.92724  0.232
21 C -4.55454 -4.74563 16.02344  0.184
22 C -3.39441 -5.27215 16.66198  -0.055
23 C -2.54691 -4.42555 17.33083  0.267
24 O -1.36257 -4.81747 17.88911  0.073
25 O -5.79057 -3.06115 15.22225  0.221
26 H -2.24236 -2.38113 17.90015  0.000
27 H -4.17259 -1.46828 16.50291  -0.001
28 H -5.24318 -5.43230 15.55371  -0.005
29 H -3.13710 -6.31947 16.71942  -0.004
30 H -0.80405 -4.16996 18.32544  -0.007
31 H -5.52043 -2.25243 14.78112  -0.003

Calculated values
* frontier orbital gap (spin up / spin down): 3.1706 / 2.8360 eV
* total charge: +4
* spin multiplicity: 2
* ⟨S²⟩: 0.770
* lowest unoccupied orbital energy (spin up / spin down): -0.53090 / -0.54310 Ha

=====

Computed, not measured: a molecular structure, C18H23N5O4STi at a distorted geometry, with ωB97M-V/def2-TZVPD.

Last column: natural (NBO) charge in e.
Positions of all 52 atoms, in Å:
1 Ti -0.25644 0.36019 0.02969  1.609
2 C 1.39184 -3.06312 -2.05245  -0.698
3 C 0.71345 -2.09857 -1.14793  0.316
4 N 0.94672 -0.81566 -1.15709  -0.337
5 N 1.90668 -0.35761 -1.99396  -0.432
6 C 2.17265 0.92601 -1.90481  0.307
7 N 3.13340 1.42096 -2.68012  -0.745
8 S 1.32786 2.02598 -0.84731  -0.089
9 C -0.15229 -2.54851 -0.05602  0.167
10 C -0.38151 -3.88428 0.23937  -0.193
11 C -1.05698 -4.21013 1.40458  -0.090
12 C -1.47444 -3.19504 2.25475  -0.220
13 C -1.23497 -1.88700 1.88339  0.088
14 N -0.60715 -1.56582 0.74912  -0.510
15 H 1.98869 -2.53731 -2.78799  0.281
16 H 0.65574 -3.69019 -2.55875  0.258
17 H 2.05041 -3.71699 -1.47521  0.262
18 H 3.67868 0.81303 -3.27017  0.430
19 H 3.34638 2.40263 -2.65282  0.426
20 H -0.01450 -4.65689 -0.42082  0.257
21 H -1.24099 -5.24566 1.65776  0.260
22 H -1.97396 -3.41252 3.18767  0.262
23 H -1.54541 -1.06304 2.51329  0.218
24 C 2.93196 1.64176 2.47283  -0.650
25 C 1.60064 0.90847 2.47898  0.160
26 C 1.37696 0.15159 3.78215  -0.619
27 O 1.51640 -0.03418 1.35192  -0.709
28 C 0.44616 1.90705 2.26886  0.776
29 O 0.35791 2.94076 2.84212  -0.466
30 O -0.45773 1.43965 1.37904  -0.686
31 H 3.72499 1.00400 2.86544  0.233
32 H 2.85684 2.52399 3.10567  0.274
33 H 3.19026 1.97245 1.46660  0.234
34 H 2.22753 -0.50041 3.97837  0.237
35 H 0.47577 -0.45939 3.73182  0.207
36 H 1.27998 0.85689 4.60676  0.258
37 H 2.42020 -0.20714 1.07102  0.523
38 O -2.66448 0.21769 0.53395  -0.700
39 C -3.25410 1.42095 0.03585  -0.114
40 C -2.61273 1.71316 -1.28250  0.236
41 C -3.21151 2.59043 -2.17022  -0.227
42 C -2.65368 2.78013 -3.41984  -0.072
43 C -1.52580 2.03866 -3.76044  -0.236
44 C -0.97008 1.20760 -2.81937  0.094
45 N -1.47329 1.05903 -1.57337  -0.539
46 H -3.13106 -0.00570 1.34561  0.515
47 H -3.10398 2.25154 0.73250  0.226
48 H -4.32515 1.28054 -0.11659  0.229
49 H -4.12087 3.09963 -1.87914  0.253
50 H -3.09889 3.46469 -4.12882  0.256
51 H -1.07655 2.11400 -4.73977  0.258
52 H -0.09955 0.62167 -3.07363  0.224

Calculated values
* energy relative to the best compared isomer or geometry (same formula, charge and spin): 0.6340 eV
* frontier orbital gap: 7.0824 eV
* total charge: +2
* lowest unoccupied orbital energy: -0.27574 Ha

=====

Computed, not measured: 2 unconnected molecules or ions with the total composition C3H9NO2 at a distorted geometry, with ωB97M-V/def2-TZVPD.

Last column: natural (NBO) charge in e.
Positions of all 15 atoms, in Å:
1 C 2.76876 -0.96851 0.09163  -0.416
2 N 3.27051 -0.13593 1.18077  -0.867
3 H -3.47146 -0.49544 -0.59659  0.484
4 H 3.87924 0.76899 0.96941  0.355
5 H 2.44827 0.33202 1.68906  0.348
6 H 1.84654 -0.60305 -0.27465  0.193
7 H 2.88997 -1.98515 0.58165  0.209
8 H 3.46433 -0.98644 -0.91366  0.179
9 C -0.85366 1.42246 -0.34381  -0.732
10 C -1.72738 0.18090 -0.23267  0.780
11 O -3.05458 0.26384 -0.56149  -0.673
12 O -1.13339 -0.88910 -0.17111  -0.586
13 H -1.31571 2.36522 -0.15180  0.228
14 H -0.20830 1.56845 -1.27680  0.258
15 H -0.04899 1.17993 0.47788  0.240

Calculated values
* energy relative to the best compared isomer or geometry (same formula, charge and spin): 2.5708 eV
* frontier orbital gap: 9.7086 eV
* total charge: 0
* lowest unoccupied orbital energy: 0.02271 Ha

=====

Computed, not measured: a molecular structure, C2H3IO2 at a distorted geometry, with ωB97M-V/def2-TZVPD.

Last column: natural (NBO) charge in e.
Positions of all 8 atoms, in Å:
1 C -1.63474 -0.41582 0.09523  0.768
2 C -0.19033 -0.11484 -0.02980  -0.696
3 O -2.40471 0.66854 0.06527  -0.658
4 O -2.10014 -1.52784 0.00657  -0.589
5 I -4.34103 0.10742 0.01179  0.450
6 H 0.31673 -0.90670 0.34095  0.234
7 H 0.03513 0.28802 -1.11202  0.259
8 H -0.04012 0.80878 0.68874  0.232

Calculated values
* energy relative to the best compared isomer or geometry (same formula, charge and spin): 1.4571 eV
* frontier orbital gap: 8.7681 eV
* total charge: 0
* lowest unoccupied orbital energy: -0.03441 Ha

=====

Computed, not measured: a single C3H11N3 molecule at a distorted geometry, with ωB97M-V/def2-TZVPD.

Last column: natural (NBO) charge in e.
Positions of all 17 atoms, in Å:
1 C -0.98460 0.39775 0.18807  -0.235
2 N 0.43422 -0.10195 0.20857  -0.648
3 C 1.33552 0.98261 0.57973  -0.050
4 N 2.70033 0.60633 0.85792  -0.827
5 C -1.84654 -0.67134 -0.49659  -0.217
6 N -1.32060 -0.91365 -1.84194  -0.843
7 H -1.03348 1.31084 -0.40473  0.202
8 H -1.26053 0.47939 1.23377  0.178
9 H 0.44694 -0.77164 0.97167  0.340
10 H 0.95508 1.54089 1.45404  0.147
11 H 1.35866 1.72690 -0.21629  0.177
12 H 3.11202 0.08047 0.09526  0.360
13 H 2.75311 0.03777 1.69308  0.348
14 H -1.77807 -1.57437 0.13094  0.152
15 H -2.87043 -0.32496 -0.51999  0.190
16 H -1.68793 -1.79517 -2.17472  0.351
17 H -0.31368 -1.00987 -1.75882  0.374

Calculated values
* energy relative to the best compared isomer or geometry (same formula, charge and spin): 0.7861 eV
* frontier orbital gap: 10.1246 eV
* total charge: 0
* lowest unoccupied orbital energy: 0.03984 Ha

=====

Computed, not measured: a molecular structure, C5H22AlN6O8 at a distorted geometry, with ωB97M-V/def2-TZVPD.

Last column: natural (NBO) charge in e.
Positions of all 42 atoms, in Å:
1 Al -8.56842 -21.77381 0.00890  1.561
2 O -6.71892 -19.94713 0.85291  -0.947
3 H -6.95784 -20.23202 1.74265  0.404
4 O -8.95799 -21.01591 -2.66483  -1.114
5 H -8.79660 -21.76975 -3.24248  0.405
6 O -9.33118 -20.09534 2.10553  -1.161
7 H -8.78560 -20.40440 2.83568  0.423
8 O -6.06874 -21.65566 -1.22420  -0.984
9 H -5.65720 -22.37475 -0.72651  0.383
10 C -5.40478 -24.29116 2.70951  -0.642
11 C -5.58556 -22.83174 2.21463  -0.062
12 O -6.94426 -22.42205 2.43398  -0.724
13 H -4.35877 -24.50699 2.92270  0.198
14 H -5.80778 -24.93725 1.92875  0.214
15 H -6.04992 -24.47343 3.56962  0.195
16 H -5.39713 -22.65263 1.16064  0.220
17 H -4.94945 -22.14680 2.78002  0.156
18 H -7.08588 -22.30240 3.37688  0.462
19 C -10.52215 -24.05529 -2.69964  0.775
20 O -9.99229 -23.59933 -1.69847  -0.637
21 N -10.77254 -23.22672 -3.75278  -0.875
22 N -10.73159 -25.35534 -3.01474  -0.855
23 H -10.61642 -22.24732 -3.51251  0.460
24 H -10.81875 -23.63238 -4.66497  0.370
25 H -10.45655 -26.08615 -2.38182  0.389
26 H -11.10045 -25.66257 -3.89230  0.380
27 C -7.91248 -25.72987 0.06030  0.783
28 O -7.69874 -24.53461 0.15931  -0.623
29 N -7.31442 -26.52143 -0.90329  -0.864
30 N -8.96734 -26.37673 0.61637  -0.852
31 H -7.94097 -27.18832 -1.31681  0.364
32 H -6.62481 -26.21166 -1.56500  0.413
33 H -8.94847 -27.36855 0.48222  0.385
34 H -9.58990 -25.83335 1.18815  0.426
35 C -12.24055 -21.20855 0.81118  0.774
36 O -11.37708 -22.00145 0.42015  -0.709
37 N -11.91065 -20.20818 1.66184  -0.848
38 N -13.55159 -21.44865 0.61194  -0.854
39 H -10.92886 -20.11989 1.96602  0.476
40 H -12.69697 -19.69168 2.00827  0.349
41 H -14.17867 -20.74814 0.95859  0.382
42 H -13.76605 -22.33406 0.19388  0.408

Calculated values
* frontier orbital gap: 5.0090 eV
* total charge: -1
* lowest unoccupied orbital energy: 0.05419 Ha

=====

| no. | DFT total energy (Ha) |
| --- | --- |
| 1 | -925.19854 |
| 2 | -2521.73165 |
| 3 | -324.87814 |
| 4 | -526.14537 |
| 5 | -285.14894 |
| 6 | -1376.44790 |